Density functional theory data (the ωB97M-V functional and the def2-TZVPD basis) for 6 unconnected molecules or ions with the total composition C51H57FNO3 in a non-equilibrium geometry.

The value obtained for the HOMO energy is -10.06 eV. The total energy comes out at -2357.28996 Ha. Its total charge is +1.

XYZ file:
```
113
Properties=species:S:1:pos:R:3:forces:R:3
C 4.174 -3.884 -1.102 0.54 -0.80 -0.23
O 3.800 -2.608 -0.543 -0.58 -0.93 -0.23
C 2.745 -2.737 0.446 -0.15 -1.31 0.54
C 1.309 -3.137 -0.170 -0.39 1.84 -0.04
C 0.740 -1.966 -1.171 0.96 -0.71 -0.02
C 1.238 -2.129 -2.685 -0.09 0.68 -0.01
C 0.535 -1.003 -3.629 0.25 -0.35 0.67
C 0.923 -1.149 -5.181 -0.13 0.67 0.39
C 1.627 0.162 -5.806 0.16 -0.11 0.14
C 3.016 -0.209 -6.540 0.27 0.55 -0.27
C 4.232 -0.224 -5.483 1.81 -1.17 1.05
C 4.764 -1.631 -5.025 2.58 3.63 1.90
C 5.962 -1.663 -4.046 -2.56 1.79 -2.07
N 6.558 -0.421 -3.574 -2.53 -0.18 -2.03
C 6.095 0.890 -3.970 -1.05 -0.08 -1.16
F 6.804 1.986 -3.457 -1.88 -3.24 -1.26
C 4.914 1.090 -4.937 0.38 -3.54 0.52
O 4.408 2.321 -5.416 0.87 -1.96 2.61
C 4.278 3.315 -4.385 1.88 5.35 1.04
O 4.918 4.389 -4.567 -2.79 -4.82 0.36
C 3.393 3.215 -3.083 -2.06 -0.42 3.06
C 2.684 1.951 -2.534 -0.17 3.10 1.92
C 1.877 2.034 -1.188 1.11 2.53 -0.58
C 1.742 3.345 -0.349 2.32 -0.26 -3.63
C 2.447 4.610 -0.900 0.39 -3.12 -1.94
C 3.236 4.529 -2.224 -1.11 -2.16 0.86
H 4.774 -3.710 -2.075 -0.88 -0.09 1.64
H 3.298 -4.560 -1.389 0.95 1.10 0.41
H 4.822 -4.495 -0.362 -0.90 1.04 -1.09
H 2.725 -1.772 1.065 -0.15 -1.24 -1.21
H 3.078 -3.572 1.175 -0.63 1.17 -0.93
H 0.577 -3.132 0.724 1.18 -0.49 -1.38
H 1.305 -4.121 -0.747 0.03 1.17 1.15
H -0.401 -1.952 -1.145 1.55 0.09 0.06
H 1.181 -0.990 -0.770 -0.92 -1.14 -0.54
H 2.389 -2.006 -2.700 -1.74 -0.15 -0.07
H 1.006 -3.171 -3.094 0.18 1.33 0.58
H 0.837 0.031 -3.221 -0.49 -1.51 -0.69
H -0.603 -1.074 -3.482 1.67 0.04 -0.28
H 1.630 -2.039 -5.299 -1.09 1.05 0.05
H -0.043 -1.314 -5.766 1.49 -0.11 0.67
H 1.876 0.943 -5.004 -0.58 -1.11 -1.13
H 0.900 0.657 -6.543 1.31 -0.69 0.96
H 3.226 0.556 -7.384 -0.10 -1.04 1.62
H 2.914 -1.221 -7.091 0.42 1.50 1.23
H 4.345 -2.622 -5.402 0.61 1.71 0.55
H 6.382 -2.679 -3.702 -0.46 2.12 -0.43
H 7.359 -0.523 -2.929 -0.61 0.51 -0.47
H 2.771 0.968 -3.100 -0.20 1.42 1.06
H 1.343 1.113 -0.744 1.10 1.57 -1.11
H 1.170 3.353 0.650 1.02 -0.04 -1.90
H 2.427 5.609 -0.340 -0.03 -1.76 -0.99
H 3.740 5.472 -2.614 -0.76 -1.52 0.58
C -2.666 -3.837 -0.132 -0.09 0.08 0.00
C -3.373 -4.390 0.932 0.00 0.04 0.00
C -4.677 -3.979 1.190 0.03 0.02 -0.14
C -5.278 -3.020 0.377 0.10 -0.09 -0.04
C -4.572 -2.470 -0.687 0.01 0.00 0.03
C -3.265 -2.875 -0.939 -0.04 -0.06 0.11
H -1.647 -4.153 -0.333 -0.07 -0.01 0.02
H -2.907 -5.142 1.560 -0.05 0.07 -0.05
H -5.226 -4.405 2.023 0.05 0.02 -0.07
H -6.296 -2.703 0.575 0.09 -0.02 -0.02
H -5.041 -1.724 -1.321 0.04 -0.07 0.07
H -2.713 -2.442 -1.767 -0.06 -0.03 0.02
C -3.896 0.849 4.634 -0.07 -0.04 -0.03
C -3.799 -0.198 3.722 -0.08 0.03 0.05
C -4.928 -0.941 3.392 -0.03 0.07 0.07
C -6.158 -0.630 3.966 0.11 0.07 0.01
C -6.255 0.420 4.875 0.04 -0.01 -0.03
C -5.124 1.156 5.212 0.02 -0.08 -0.04
H -3.014 1.426 4.894 -0.07 -0.04 0.00
H -2.842 -0.436 3.269 -0.08 0.00 0.04
H -4.851 -1.761 2.687 0.02 0.11 0.07
H -7.040 -1.205 3.705 0.07 0.04 0.03
H -7.214 0.663 5.321 0.09 -0.03 -0.02
H -5.199 1.971 5.924 -0.02 -0.06 -0.07
C 5.043 -5.804 -6.493 0.06 0.05 -0.01
C 5.595 -5.593 -5.232 0.07 0.07 -0.07
C 6.943 -5.854 -5.009 -0.01 0.07 -0.08
C 7.743 -6.316 -6.050 -0.06 0.03 -0.01
C 7.192 -6.523 -7.311 -0.05 0.02 0.07
C 5.842 -6.271 -7.532 0.03 0.04 0.08
H 3.990 -5.604 -6.665 0.07 -0.06 0.01
H 4.971 -5.226 -4.422 -0.01 -0.11 -0.01
H 7.372 -5.696 -4.025 -0.02 -0.06 -0.05
H 8.796 -6.515 -5.878 -0.10 0.00 -0.01
H 7.817 -6.882 -8.123 -0.07 0.02 0.09
H 5.412 -6.438 -8.513 0.04 0.01 0.09
C -5.805 6.827 5.633 -0.06 -0.02 -0.11
C -7.120 6.620 6.038 0.03 0.01 -0.08
C -7.767 5.430 5.719 0.09 -0.01 0.00
C -7.096 4.443 5.003 0.03 0.07 0.07
C -5.779 4.649 4.601 0.01 0.07 0.02
C -5.135 5.843 4.913 -0.12 0.02 0.02
H -5.301 7.756 5.880 -0.04 -0.08 -0.01
H -7.641 7.386 6.602 0.04 -0.06 -0.06
H -8.795 5.271 6.028 0.09 0.01 -0.02
H -7.599 3.513 4.757 0.05 0.07 0.00
H -5.255 3.879 4.044 -0.06 0.06 0.04
H -4.111 6.005 4.595 -0.07 -0.02 0.04
C -3.995 3.945 8.406 0.06 0.11 0.11
C -4.806 5.075 8.383 0.00 -0.08 0.05
C -4.547 6.137 9.244 0.10 -0.10 0.00
C -3.469 6.072 10.122 -0.03 -0.06 -0.07
C -2.655 4.944 10.142 -0.05 0.01 -0.04
C -2.920 3.878 9.288 -0.05 0.08 -0.04
H -4.200 3.116 7.737 0.01 0.06 0.06
H -5.642 5.128 7.694 0.08 -0.04 0.10
H -5.184 7.015 9.230 0.04 -0.06 -0.01
H -3.263 6.902 10.790 -0.02 -0.07 -0.05
H -1.813 4.895 10.826 -0.08 0.00 -0.05
H -2.288 2.996 9.308 -0.04 0.06 0.00
```
Forces are in eV/Å.